Record 1
Here is a cluster of 2 separate species, C5H8O2 in total from OMol25. Energies are from wB97M-V/def2-TZVPD.

Geometry (Å):
C: 0.235 1.078 1.069
C: -1.004 0.978 0.590
O: -1.333 0.465 -0.635
C: -0.237 0.148 -1.447
C: 0.556 -1.098 -1.164
C: 1.154 0.259 -0.909
O: 1.366 0.683 0.408
H: 0.447 1.479 2.052
H: -1.872 1.291 1.156
H: -0.423 0.441 -2.476
H: 0.258 -1.656 -0.279
H: 0.924 -1.698 -1.992
H: 1.938 0.627 -1.563
H: -1.094 -1.801 2.791
H: -0.914 -1.195 2.398

## Properties
SMILES: C1=CO[C@@H]2C[C@@H]2O1.[H][H]
Lowest unoccupied orbital energy in eV: 1.06
Relative energy (zero: lowest compared OMol25 entry of this formula, charge and spin) in kcal/mol: 79.7

These are the Löwdin partial charges, in e, on atoms 1 to 6: -0.14, -0.14, -0.03, -0.24, -0.01, -0.24

=====

Record 2
Here is a structure of composition C19H42NO2P3SeTl in a non-equilibrium geometry from OMol25. Energies are from wB97M-V/def2-TZVPD.

Geometry (Å):
Tl: 3.523 -0.404 2.390
P: -1.927 1.545 1.911
P: -2.779 -0.896 -0.635
P: -1.278 1.258 -1.780
H: 7.481 0.826 0.079
C: 7.160 1.883 0.145
C: 6.229 2.345 1.004
H: 5.735 1.747 1.795
C: -1.353 0.301 3.075
C: -3.755 1.565 1.997
C: -1.488 3.228 2.455
C: -2.399 -2.263 -1.815
C: -3.280 -1.944 0.792
C: -4.440 -0.398 -1.253
C: 0.229 2.336 -1.779
C: -2.549 2.602 -1.651
C: -1.427 0.848 -3.569
H: 7.669 2.533 -0.592
H: 5.923 3.403 0.984
H: -0.343 0.605 3.391
H: -1.292 -0.674 2.559
H: -2.040 0.241 3.927
H: -4.207 0.565 2.094
H: -4.199 2.081 1.133
H: -4.057 2.133 2.903
H: -0.465 3.208 2.861
H: -2.195 3.541 3.240
H: -1.573 3.921 1.595
H: -3.324 -2.825 -2.015
H: -1.649 -2.924 -1.358
H: -1.977 -1.874 -2.752
H: -4.032 -2.671 0.436
H: -3.712 -1.337 1.603
H: -2.399 -2.469 1.192
H: -5.060 -1.308 -1.291
H: -4.365 0.048 -2.257
H: -4.892 0.333 -0.564
H: 0.159 3.049 -2.616
H: 1.144 1.728 -1.885
H: 0.284 2.887 -0.827
H: -2.415 3.297 -2.496
H: -2.437 3.166 -0.713
H: -3.572 2.206 -1.697
H: -1.461 1.791 -4.129
H: -2.336 0.263 -3.752
H: -0.549 0.264 -3.865
C: 2.311 -0.443 -2.270
C: 3.307 -0.072 -1.353
C: 4.574 0.310 -1.771
C: 4.900 0.352 -3.127
C: 3.948 -0.114 -4.041
C: 2.696 -0.567 -3.630
Se: 0.591 -0.837 -1.541
H: -1.040 1.030 0.842
H: 3.045 -0.060 -0.290
H: 5.307 0.638 -1.040
H: 5.847 0.766 -3.438
H: 4.177 -0.079 -5.100
H: 1.948 -0.982 -4.306
N: -0.205 -4.866 3.501
C: 1.080 -4.072 3.365
C: 0.586 -2.700 2.902
O: -0.655 -2.632 2.669
O: 1.457 -1.742 2.866
H: -0.986 -4.168 3.291
H: -0.284 -5.281 4.434
H: -0.207 -5.649 2.847
H: 1.602 -4.047 4.334
H: 1.695 -4.544 2.585

## Properties
Lowest unoccupied orbital energy (spin up / spin down) in eV: -9.93 / -9.77
Charge: +3
Relative energy (zero: lowest compared OMol25 entry of this formula, charge and spin) in kcal/mol: 0.0

These are the Löwdin partial charges, in e, on atoms 1 to 6: 1.07, 0.88, 0.77, 0.66, 0.06, -0.07

=====

Record 3
Here is a cluster of 11 separate species, C4H29NO11S in total in a non-equilibrium geometry from OMol25. Energies are from wB97M-V/def2-TZVPD.

Geometry (Å):
C: 0.463 -1.264 -1.608
N: 0.235 -2.413 -0.721
C: 0.720 -2.289 0.659
O: -0.316 -1.994 1.551
C: 0.416 -1.709 -3.061
C: -1.066 -1.821 -3.579
S: -2.135 -0.349 -3.592
H: 1.504 -1.017 -1.327
H: -0.338 -0.533 -1.460
H: -0.658 -2.824 -0.925
H: 1.499 -1.510 0.667
H: 1.107 -3.280 1.059
H: 0.814 -2.698 -3.108
H: 0.967 -1.026 -3.685
H: -1.575 -2.421 -2.855
H: -1.043 -2.346 -4.554
H: 0.289 3.352 -1.415
H: -0.370 3.693 -0.076
O: 0.453 3.895 -0.617
H: 1.564 4.336 1.352
H: 1.015 2.880 1.625
O: 1.741 3.492 1.770
H: -1.077 2.591 1.794
H: -1.710 2.230 0.436
O: -1.467 3.006 1.013
H: -1.686 2.130 -1.455
H: -1.333 2.151 -2.938
O: -1.225 2.670 -2.118
H: 1.661 -0.210 3.642
H: 2.751 0.907 3.556
O: 2.580 0.025 3.922
H: -1.726 0.148 0.075
H: -2.454 0.548 -1.263
O: -2.272 0.843 -0.340
H: -2.025 -2.482 0.694
H: -3.187 -1.731 -0.169
O: -2.966 -2.255 0.605
H: 4.058 3.444 -0.868
H: 3.014 2.798 0.177
O: 3.934 2.864 -0.116
H: -0.119 -0.784 2.151
H: -0.417 0.222 3.478
O: 0.199 0.096 2.751
H: -0.087 -3.011 2.761
H: 0.381 -4.495 2.792
O: -0.112 -3.859 3.317

## Properties
Lowest unoccupied orbital energy in eV: 5.08
Charge: -2
Relative energy (zero: lowest compared OMol25 entry of this formula, charge and spin) in kcal/mol: 0.0

These are the Löwdin partial charges, in e, on atoms 1 to 6: -0.25, -0.06, -0.34, -0.31, -0.27, -0.72

=====

Record 4
Here is a structure of composition C4H6NaO2 in a non-equilibrium geometry from OMol25. Energies are from wB97M-V/def2-TZVPD.

Geometry (Å):
O: -1.035 -1.961 -0.187
C: -0.313 -1.589 -1.254
H: -1.151 -0.846 0.675
H: 0.730 -2.019 -1.136
C: -0.785 0.283 1.554
C: 0.422 0.660 1.089
C: 0.665 1.240 -0.282
O: 0.450 0.329 -1.329
Na: -1.422 0.228 -2.464
H: 1.307 0.097 1.436
H: -0.739 -0.213 2.539
H: 1.723 1.570 -0.360
H: 0.148 2.224 -0.282

## Properties
Lowest unoccupied orbital energy (spin up / spin down) in eV: 1.99 / 1.99
Charge: -1
Relative energy (zero: lowest compared OMol25 entry of this formula, charge and spin) in kcal/mol: 25.7

These are the Löwdin partial charges, in e, on atoms 1 to 6: -0.35, -0.24, 0.13, 0.01, -0.14, -0.28

=====

Please write out number 3 again, unchanged.
Here is a cluster of 11 separate species, C4H29NO11S in total in a non-equilibrium geometry from OMol25. Energies are from wB97M-V/def2-TZVPD.

Geometry (Å):
C: 0.463 -1.264 -1.608
N: 0.235 -2.413 -0.721
C: 0.720 -2.289 0.659
O: -0.316 -1.994 1.551
C: 0.416 -1.709 -3.061
C: -1.066 -1.821 -3.579
S: -2.135 -0.349 -3.592
H: 1.504 -1.017 -1.327
H: -0.338 -0.533 -1.460
H: -0.658 -2.824 -0.925
H: 1.499 -1.510 0.667
H: 1.107 -3.280 1.059
H: 0.814 -2.698 -3.108
H: 0.967 -1.026 -3.685
H: -1.575 -2.421 -2.855
H: -1.043 -2.346 -4.554
H: 0.289 3.352 -1.415
H: -0.370 3.693 -0.076
O: 0.453 3.895 -0.617
H: 1.564 4.336 1.352
H: 1.015 2.880 1.625
O: 1.741 3.492 1.770
H: -1.077 2.591 1.794
H: -1.710 2.230 0.436
O: -1.467 3.006 1.013
H: -1.686 2.130 -1.455
H: -1.333 2.151 -2.938
O: -1.225 2.670 -2.118
H: 1.661 -0.210 3.642
H: 2.751 0.907 3.556
O: 2.580 0.025 3.922
H: -1.726 0.148 0.075
H: -2.454 0.548 -1.263
O: -2.272 0.843 -0.340
H: -2.025 -2.482 0.694
H: -3.187 -1.731 -0.169
O: -2.966 -2.255 0.605
H: 4.058 3.444 -0.868
H: 3.014 2.798 0.177
O: 3.934 2.864 -0.116
H: -0.119 -0.784 2.151
H: -0.417 0.222 3.478
O: 0.199 0.096 2.751
H: -0.087 -3.011 2.761
H: 0.381 -4.495 2.792
O: -0.112 -3.859 3.317

## Properties
Lowest unoccupied orbital energy in eV: 5.08
Charge: -2
Relative energy (zero: lowest compared OMol25 entry of this formula, charge and spin) in kcal/mol: 0.0

These are the Löwdin partial charges, in e, on atoms 1 to 6: -0.25, -0.06, -0.34, -0.31, -0.27, -0.72